Record 1
Here is C4H7NO2 as an isolated structure from the Open Molecules 2025 dataset. Energies are from ωB97M-V/def2-TZVPD.

Each line ends with the natural charge from an NBO analysis.
Atoms and positions in Å:
C -1.1288 -1.1078 0.0902  -0.680
C -0.5803 0.2857 -0.0274  0.102
N -1.2507 1.3436 0.2648  -0.125
O -2.5260 1.0292 0.6965  -0.564
C 0.7723 0.5213 -0.5093  0.097
C 2.6345 -0.2076 -0.2399  -0.083
O 1.5124 -0.5388 -0.9012  -0.464
H -2.0478 -1.2064 -0.4943  0.239
H -0.4015 -1.8461 -0.2487  0.232
H -1.3915 -1.3152 1.1319  0.236
H -2.9098 1.8932 0.8878  0.480
H 1.1411 1.5215 -0.6834  0.196
H 3.5740 -0.3161 -0.7782  0.166
H 2.5966 -0.0129 0.8174  0.166

Values from the calculation:
Gap between HOMO and LUMO (alpha / beta) ... 8.02 / 8.20 eV
Total charge ... 0
LUMO level (alpha / beta) ... 0.337 / 0.160 eV

---

Record 2
Here is H2O3PS as an isolated structure from the Open Molecules 2025 dataset. Energies are from ωB97M-V/def2-TZVPD.

Each line ends with the natural charge from an NBO analysis.
Atoms and positions in Å:
O -0.4668 2.4015 -0.7011  -0.945
O -1.8676 1.0373 -2.1673  -0.935
O -1.3811 -1.4593 0.5265  -1.185
P 0.0559 -1.1140 0.3490  0.828
S -1.3139 1.2478 -0.8534  1.644
H 0.2365 -0.1173 -1.0547  -0.233
H -0.0787 0.1714 1.0215  -0.174

Values from the calculation:
Gap between HOMO and LUMO ... 7.52 eV
Total charge ... -1
LUMO level ... 3.882 eV

---

Record 3
Here is a 3-piece molecular cluster, C6H16O2 overall from the Open Molecules 2025 dataset. Energies are from ωB97M-V/def2-TZVPD.

Each line ends with the natural charge from an NBO analysis.
Atoms and positions in Å:
C 0.1156 -2.1573 1.0964  -0.404
C -0.1737 -2.4247 -0.1620  -0.163
C -0.8048 -1.3765 -1.0639  -0.454
C 0.2146 -0.3615 -1.5900  -0.391
C -0.1217 1.1272 -1.4459  -0.387
C -1.3595 1.6518 -2.1732  -0.623
H -0.0456 -1.2082 1.5882  0.191
H 0.6311 -2.8164 1.7909  0.195
H 0.0436 -3.3859 -0.6201  0.197
H -1.4042 -1.8214 -1.8622  0.211
H -1.4776 -0.8241 -0.4230  0.211
H 1.1136 -0.4362 -0.9719  0.207
H 0.6071 -0.5986 -2.5825  0.198
H 0.7540 1.7252 -1.7001  0.204
H -0.3076 1.2613 -0.3755  0.183
H -1.7759 2.5485 -1.6969  0.205
H -2.2340 1.0078 -2.2935  0.211
H -1.0463 2.0208 -3.1511  0.203
O 2.7767 0.7207 3.2893  -0.940
H 2.0076 0.7103 3.8741  0.472
H 2.9351 1.6644 3.1330  0.471
O -0.4280 0.7639 2.6167  -0.943
H 0.4825 0.5272 2.4010  0.474
H -0.5026 1.6817 2.3223  0.471

Values from the calculation:
Gap between HOMO and LUMO ... 9.89 eV
Total charge ... 0
SMILES ... C=CCCCC.O.O
LUMO level ... 0.433 eV

---

Record 4
Here is C41H31Cl5GeN5O4SZn as an isolated structure from the Open Molecules 2025 dataset. Energies are from ωB97M-V/def2-TZVPD.

Each line ends with the Mulliken spin population.
Atoms and positions in Å:
Zn -0.3037 -0.9098 0.8825  0.227
C 2.5619 -1.0629 4.2441  0.002
C 1.5916 -0.3833 3.3178  -0.005
O 1.2029 -0.9698 2.3031  0.007
N 1.1929 0.8505 3.6525  0.002
C 0.3331 1.6714 2.8094  -0.013
C -1.1344 1.3517 2.9573  0.001
C -2.0189 2.2439 3.5367  0.000
C -3.3553 1.8856 3.6535  0.000
C -3.7484 0.6329 3.2182  -0.001
C -2.7930 -0.2013 2.6571  0.000
N -1.5212 0.1534 2.5063  -0.002
H 2.7991 -2.0410 3.8357  0.000
H 2.1194 -1.1791 5.2337  0.000
H 3.4739 -0.4747 4.3494  0.000
H 1.5209 1.2259 4.5265  0.000
H 0.6566 1.5238 1.7788  0.007
H 0.5208 2.7164 3.0535  0.000
H -1.6723 3.2099 3.8770  0.000
H -4.0738 2.5751 4.0740  0.000
H -4.7753 0.3060 3.2884  0.000
H -3.0581 -1.1862 2.2902  0.002
Cl -0.8328 -3.0618 3.3311  0.001
C -1.3327 -3.5783 1.7415  0.001
C -1.2320 -2.6960 0.6707  0.086
C -1.6841 -3.1927 -0.5483  -0.001
Cl -1.6414 -2.1586 -1.9424  0.004
C -2.1733 -4.4849 -0.7215  0.003
Cl -2.7036 -5.0287 -2.2625  0.000
C -2.2233 -5.3418 0.3738  0.003
Cl -2.8039 -6.9476 0.1878  0.001
C -1.8076 -4.8843 1.6238  -0.004
Cl -1.8825 -5.9406 2.9788  0.000
O -6.8600 3.8872 -1.4398  0.000
S -6.5342 5.2517 -1.8041  0.000
O -6.3809 6.1637 -0.6866  0.000
O -7.2425 5.7771 -2.9473  0.000
C -4.8090 5.1236 -2.3808  0.000
N -4.3227 6.0591 -3.1949  0.000
C -3.0561 5.9495 -3.5473  0.000
C -2.2223 4.9289 -3.0971  0.000
C -2.8296 4.0170 -2.2487  0.001
N -4.1081 4.1074 -1.9058  0.000
C -2.1269 2.8678 -1.6205  0.002
C -2.8839 1.7984 -1.1480  0.007
C -2.2526 0.7789 -0.4743  0.015
N -0.9352 0.7700 -0.2195  0.002
C -0.2074 1.7809 -0.7030  0.000
C -0.7543 2.8343 -1.4069  0.009
H -2.6745 6.7080 -4.2237  0.000
H -1.1903 4.8630 -3.4073  0.000
H -3.9567 1.8095 -1.2807  0.000
H -2.8197 -0.0572 -0.0886  0.003
H 0.8524 1.7635 -0.4927  -0.019
H -0.1157 3.6423 -1.7341  0.000
C 3.9456 -5.0097 1.3060  0.017
C 4.7060 -3.8654 1.1232  -0.006
C 4.1362 -2.7362 0.5512  0.026
C 2.8000 -2.7363 0.1518  0.113
C 2.0538 -3.9000 0.3273  0.025
C 2.6185 -5.0273 0.9025  -0.017
Ge 2.0282 -1.1506 -0.6721  0.048
C 1.6366 -1.4135 -2.5518  0.085
C 1.9599 -2.6467 -3.1174  0.024
C 1.6552 -2.9184 -4.4441  -0.014
C 1.0136 -1.9671 -5.2186  0.028
C 0.6855 -0.7360 -4.6677  -0.013
C 0.9944 -0.4648 -3.3463  0.088
C 3.1068 0.4372 -0.3254  0.132
C 3.2337 1.4307 -1.2987  0.052
C 3.9777 2.5757 -1.0597  -0.023
C 4.6181 2.7471 0.1584  0.036
C 4.5278 1.7578 1.1260  -0.022
C 3.7801 0.6162 0.8833  0.064
H 4.3883 -5.8891 1.7548  0.001
H 5.7463 -3.8529 1.4210  0.000
H 4.7514 -1.8549 0.4103  0.006
H 1.0181 -3.9347 0.0132  -0.001
H 2.0217 -5.9202 1.0353  0.000
H 2.4476 -3.4096 -2.5232  0.003
H 1.9140 -3.8805 -4.8673  0.000
H 0.7617 -2.1853 -6.2477  0.002
H 0.1757 0.0075 -5.2661  0.000
H 0.6969 0.4936 -2.9330  -0.009
H 2.7571 1.3085 -2.2648  0.000
H 4.0662 3.3311 -1.8290  0.000
H 5.2006 3.6391 0.3446  0.002
H 5.0543 1.8717 2.0647  0.000
H 3.7509 -0.1649 1.6322  0.011

Values from the calculation:
Gap between HOMO and LUMO (alpha / beta) ... 6.38 / 4.70 eV
<S²> ... 0.755
Multiplicity ... 2
Total charge ... 0
LUMO level (alpha / beta) ... -0.797 / -2.479 eV

---

Record 5
Here is C21H28IrN11O2PS2 as an isolated structure from the Open Molecules 2025 dataset. Energies are from ωB97M-V/def2-TZVPD.

Each line ends with the natural charge from an NBO analysis.
Atoms and positions in Å:
Ir 1.3061 -0.8485 -0.7891  0.699
C -4.7335 3.5672 -0.4843  -0.595
C -3.7998 3.1523 -1.6255  -0.405
C -2.3707 3.5572 -1.4054  -0.204
C -1.8764 4.8002 -1.9725  -0.142
C -0.5970 5.2114 -2.0067  -0.282
C 0.4629 4.3915 -1.3614  -0.108
C -0.0348 3.1229 -0.6570  0.137
C 0.5497 2.9028 0.7211  -0.473
C -0.1633 3.7746 1.7484  -0.604
C -1.4834 2.7306 -0.7787  0.253
N -1.5422 1.4314 -0.5354  -0.483
C -2.3062 0.4424 -0.3137  0.214
C -1.9685 -0.8451 -0.7998  0.009
C -2.9363 -1.8131 -1.0794  -0.259
C -2.3243 -2.7649 -1.8971  -0.378
C -1.0036 -2.3422 -2.0357  0.003
N -0.7558 -1.1877 -1.3862  -0.485
H -5.7431 3.1708 -0.6253  0.188
H -4.8019 4.6554 -0.4093  0.190
H -4.3496 3.1949 0.4669  0.208
H -4.1626 3.5870 -2.5635  0.185
H -3.8496 2.0651 -1.7426  0.215
H -2.6245 5.4363 -2.4422  0.188
H -0.3231 6.1467 -2.4789  0.193
H 1.1557 4.9766 -0.7557  0.216
H 1.6179 3.1404 0.6944  0.199
H 0.4707 1.8396 0.9883  0.315
H -0.1816 4.8314 1.4596  0.182
H 0.3315 3.6952 2.7169  0.211
H -1.1974 3.4480 1.8745  0.208
H -3.2760 0.5393 0.1974  0.149
H -3.9710 -1.7654 -0.7703  0.193
H -2.7589 -3.6537 -2.3279  0.197
H -0.2193 -2.8433 -2.5800  0.201
N 3.9725 1.5296 -1.4591  -0.583
C 4.2634 0.2513 -1.0111  0.431
N 5.5204 -0.1184 -0.8799  -0.418
N 5.4314 -1.3864 -0.4196  -0.123
N 4.2087 -1.7399 -0.2937  -0.078
N 3.4034 -0.7099 -0.6810  -0.397
C 2.7494 2.0629 -1.6634  0.499
N 2.6315 3.3289 -2.0951  -0.378
N 1.2817 3.4764 -2.2634  -0.040
N 0.6495 2.3193 -1.7493  -0.041
N 1.6102 1.3999 -1.4365  -0.373
H 4.7679 2.0870 -1.7166  0.418
C 2.8335 -5.5337 3.7653  -0.636
C 3.4596 -5.1758 2.4240  -0.055
O 2.5050 -4.8272 1.4486  -0.844
P 1.7973 -3.2908 1.6506  1.234
S 0.6491 -0.5006 1.3930  -0.792
S 1.4058 -3.0813 -0.4092  -0.483
O 0.3784 -3.8779 2.2853  -0.868
C -0.9273 -3.6484 1.7793  -0.065
C -1.6202 -4.9814 1.5620  -0.625
H 3.6055 -5.8497 4.4744  0.178
H 2.1086 -6.3402 3.6405  0.198
H 2.3051 -4.6750 4.1803  0.221
H 4.0012 -6.0419 2.0290  0.155
H 4.1859 -4.3634 2.5543  0.170
H -0.8794 -3.0887 0.8449  0.219
H -1.4666 -3.0274 2.4995  0.161
H -1.0315 -5.5906 0.8743  0.210
H -2.6109 -4.8224 1.1276  0.192
H -1.7295 -5.5313 2.5013  0.181

Values from the calculation:
Gap between HOMO and LUMO (alpha / beta) ... 4.74 / 4.60 eV
<S²> ... 0.768
Multiplicity ... 2
Total charge ... -2
LUMO level (alpha / beta) ... 4.460 / 4.323 eV

---

Record 6
Here is a 2-piece molecular cluster, C26H36NO2Si overall from the Open Molecules 2025 dataset. Energies are from ωB97M-V/def2-TZVPD.

Each line ends with the natural charge from an NBO analysis.
Atoms and positions in Å:
C 6.2689 2.5075 1.9823  -0.601
C 4.9029 1.8538 1.8177  -0.391
C 4.4670 1.6731 0.3770  -0.416
C 3.0960 1.0108 0.3328  -0.043
O 2.7510 0.8598 -1.0761  -0.548
C 1.5343 0.2872 -1.2948  0.621
C 0.3962 1.0223 -1.2819  -0.605
O 1.5523 -1.0455 -1.5352  -0.848
Si 1.8329 -1.6549 -3.1242  1.880
C 1.7103 -3.5034 -2.9516  -1.142
C 0.4977 -0.9649 -4.2235  -1.155
C 3.5505 -1.1003 -3.5756  -1.153
H 6.4997 2.6007 3.0448  0.213
H 7.0566 1.9110 1.5151  0.208
H 6.2877 3.5075 1.5416  0.206
H 4.9015 0.8693 2.2973  0.195
H 4.1410 2.4503 2.3304  0.186
H 4.4242 2.6437 -0.1399  0.208
H 5.1909 1.0452 -0.1641  0.212
H 3.1270 0.0099 0.7919  0.179
H 2.3271 1.6178 0.8369  0.165
H -0.5458 0.5325 -1.4956  0.201
H 0.4735 2.0926 -1.1261  0.208
H 1.8833 -3.9705 -3.9319  0.246
H 2.4594 -3.8998 -2.2537  0.252
H 0.7213 -3.8218 -2.5962  0.243
H 0.6564 -1.3589 -5.2383  0.246
H -0.5051 -1.2752 -3.8968  0.235
H 0.5078 0.1319 -4.2843  0.252
H 3.7985 -1.4558 -4.5862  0.242
H 3.6527 -0.0067 -3.5643  0.256
H 4.2966 -1.5122 -2.8825  0.251
C -4.9202 1.8391 -1.9761  -0.684
C -4.5034 0.6071 -1.2947  0.397
N -4.9267 -0.6068 -1.7085  -0.460
C -4.4074 -1.6208 -0.8985  0.101
C -3.5823 -1.0126 0.0729  -0.013
C -2.8390 -1.8330 0.9219  -0.184
C -3.0368 -3.2212 0.8706  -0.201
C -3.8775 -3.7981 -0.0935  -0.182
C -4.5592 -2.9961 -1.0211  -0.211
C -3.6554 0.4405 -0.1585  -0.203
C -2.9757 1.4571 0.5023  0.097
C -2.2593 1.3085 1.7371  -0.199
C -2.7511 0.5513 2.8353  -0.133
C -1.9551 0.3242 3.9505  -0.237
C -0.6561 0.8454 4.0170  0.078
C 0.2158 0.5234 5.1911  -0.649
C -0.1952 1.6761 2.9850  -0.242
C -1.0008 1.9468 1.8903  -0.058
H -4.4873 2.6933 -1.4518  0.244
H -4.5811 1.8462 -3.0230  0.263
H -6.0164 1.9339 -1.9742  0.263
H -5.5378 -0.7549 -2.5081  0.438
H -2.1219 -1.3919 1.6095  0.235
H -2.5175 -3.8606 1.5866  0.234
H -3.9925 -4.8806 -0.1278  0.236
H -5.1939 -3.3958 -1.8115  0.231
H -2.9619 2.4367 0.0192  0.221
H -3.7627 0.1378 2.7868  0.230
H -2.3305 -0.2842 4.7782  0.233
H 1.1767 1.0406 5.1162  0.227
H -0.2621 0.8221 6.1326  0.240
H 0.4133 -0.5544 5.2600  0.239
H 0.8047 2.1151 3.0461  0.229
H -0.6578 2.6091 1.0932  0.219

Values from the calculation:
Gap between HOMO and LUMO ... 6.08 eV
Total charge ... +1
LUMO level ... -4.786 eV

---

Max |F| (eV Å⁻¹)
2.42, 2.30, 1.39, 0.64, 1.40, 1.40